No. 1
18
Properties=species:S:1:pos:R:3:forces:R:3 method="wB97M-V/def2-TZVPD" total_charge=+2 e_above_lowest_kj_mol=335.4 gap_ha="0.3476 / 0.1277" spin_multiplicity=2 e_homo_ev="-18.7 / -18.1" lumo_energy_ev="-9.19 / -14.66"
C -1.86280 -0.33845 0.45352 4.3 1.5 -1.3
C -3.11193 -0.69860 0.75583 -1.5 -0.4 0.8
N -1.11526 0.81342 1.04207 -2.2 -1.7 -0.6
H -1.22477 -0.84110 -0.30644 -0.9 0.3 0.4
H -3.57594 -1.47826 0.16672 -0.4 0.0 0.0
H -3.61931 -0.17519 1.54909 -0.5 -0.2 0.3
H -1.57668 1.70967 0.86532 0.1 0.3 -0.4
H -1.16608 0.68615 2.04605 0.1 0.2 0.8
H 0.03549 0.86002 0.65115 1.6 0.2 0.4
N 1.53008 -1.34191 -0.61279 -1.7 1.2 0.4
C 1.68944 0.01796 -0.56786 2.2 -1.3 -3.2
N 2.40219 0.50577 -1.66455 -0.7 -0.3 2.1
N 1.36700 0.85261 0.35349 -0.9 0.2 1.1
H 0.74571 -1.71424 -0.08562 0.7 -0.3 0.2
H 1.60535 -1.75430 -1.52871 0.1 -0.2 -0.2
H 3.06969 -0.13127 -2.04841 0.7 -0.1 -0.5
H 2.70304 1.45668 -1.49413 0.2 0.1 -0.8
H 2.10478 1.57105 0.42528 -1.3 0.2 0.3

---

No. 2
17
Properties=species:S:1:pos:R:3:forces:R:3 method="wB97M-V/def2-TZVPD" total_charge=0 e_above_lowest_kj_mol=280.3 gap_ha=0.3496 e_homo_ev=-8.9 lumo_energy_ev=0.62
C -0.37896 -1.08924 -2.23035 0.0 -0.1 0.2
C -0.53655 -0.86242 -0.92566 -0.2 -0.3 -0.4
C -1.44143 -1.68063 -0.04924 0.1 0.0 0.0
N 0.17483 0.21178 -0.38051 -0.1 0.1 0.0
C 0.27758 0.52853 0.82616 2.1 1.9 -1.9
O -0.13271 0.01126 1.97020 2.6 3.1 2.0
C 1.20426 1.86668 1.07580 -1.1 -0.6 -1.4
O 1.92769 2.16252 -0.07133 0.2 0.1 -0.1
H -0.88556 -1.90436 -2.72026 -0.1 -0.1 0.0
H 0.28461 -0.48032 -2.82288 0.0 0.1 0.0
H -1.95257 -2.44032 -0.63647 0.0 0.0 0.0
H -2.18632 -1.04491 0.43105 0.0 0.0 0.0
H -0.87162 -2.16689 0.74295 0.0 0.0 0.0
H 0.56445 0.78046 2.36584 -3.0 -3.6 1.1
H 0.48442 2.66911 1.29414 0.0 0.0 0.1
H 1.92724 1.82311 1.91149 -0.3 -0.5 0.1
H 1.54065 1.61563 -0.78093 -0.1 -0.1 0.1

---

No. 3
13
Properties=species:S:1:pos:R:3:forces:R:3 method="wB97M-V/def2-TZVPD" total_charge=0 e_above_lowest_kj_mol=444.2 gap_ha=0.3536 e_homo_ev=-8.6 smiles=O[C@H]1C[C@H]2N[C@@H]12 lumo_energy_ev=1.03
O -1.60744 -1.23927 -0.26385 0.5 0.0 -0.2
C -0.86846 -0.24553 -0.83269 2.5 -0.6 0.6
C -0.75701 1.01662 0.03972 0.2 0.1 0.0
C 0.65666 0.65086 0.42294 0.2 0.6 0.6
N 0.71756 -0.77973 0.84367 0.1 0.1 1.0
C 0.90820 -0.43008 -0.52771 -0.6 -0.2 0.5
H -1.14866 -1.33632 0.60927 -0.2 -0.3 -0.2
H -0.43356 -0.35967 -1.79177 -2.2 0.6 -2.1
H -1.45612 1.05289 0.88722 0.0 -0.2 -0.4
H -0.82858 1.95847 -0.50961 0.1 -0.1 0.0
H 1.36860 1.33576 0.85357 0.2 0.0 0.1
H 1.57969 -0.99212 1.32210 0.2 0.2 0.2
H 1.87065 -0.63174 -1.05285 -1.2 -0.1 0.1

---

No. 4
84
Properties=species:S:1:pos:R:3:forces:R:3 method="wB97M-V/def2-TZVPD" total_charge=0 e_above_lowest_kj_mol=17.1 gap_ha=0.2916 e_homo_ev=-8.1 smiles="CCCCN(CCCC)CCNC(=O)c1cn(CC)c2ccc(S(=O)(=O)N(C)C3CCCCC3)cc2c1=O" lumo_energy_ev=-0.16
C 1.73887 3.44674 3.67552 0.2 0.2 -0.1
C 2.85560 3.57859 2.64727 0.0 -0.3 0.2
C 3.34389 2.21430 2.16840 0.1 0.4 -0.2
C 4.42946 2.33838 1.09614 -0.2 -0.2 0.2
N 4.65623 1.06853 0.42965 0.4 0.1 0.1
C 5.00056 1.18349 -0.97500 -0.3 0.1 0.0
C 3.77074 1.58113 -1.80279 0.3 -0.2 -0.2
C 3.79524 0.97531 -3.20359 -0.2 0.2 0.1
C 2.53935 1.33292 -3.99009 0.3 -0.1 0.0
C 5.50015 0.15964 1.17755 -0.2 0.0 -0.1
C 5.17256 -1.30566 0.82330 0.3 -0.1 -0.1
N 3.76719 -1.43636 0.53575 0.0 -0.1 0.3
C 3.33414 -1.70880 -0.70435 -0.3 -0.1 0.2
O 4.03431 -2.18184 -1.58971 0.2 -0.1 -0.3
C 1.89293 -1.39531 -0.96164 0.0 0.1 0.0
C 1.41468 -1.74388 -2.18606 0.3 0.0 0.3
N 0.18409 -1.46152 -2.65631 0.3 0.1 0.1
C -0.19321 -1.96946 -3.96237 -0.3 -0.4 -0.3
C -1.00268 -3.25836 -3.84563 0.1 0.2 -0.1
C -0.68522 -0.73406 -1.87528 -0.2 0.4 0.6
C -1.97519 -0.38651 -2.31086 -0.1 0.0 0.0
C -2.80468 0.36589 -1.51169 0.0 0.0 -0.2
C -2.37100 0.80191 -0.26611 -0.3 0.4 0.4
S -3.49000 1.73544 0.78345 -0.1 -0.1 0.1
O -2.73903 2.74376 1.46719 0.3 -0.2 0.1
O -4.61189 2.12775 -0.01900 0.0 -0.3 -0.1
N -4.03178 0.65345 1.91670 0.3 1.0 -0.6
C -3.11054 0.33065 2.97625 0.4 0.0 0.2
C -4.98370 -0.33642 1.45678 -0.4 -0.4 -0.1
C -6.10754 -0.54533 2.47575 0.0 0.2 -0.3
C -7.17802 -1.45691 1.88245 0.1 -0.2 0.3
C -6.57519 -2.79949 1.47875 -0.1 0.1 -0.3
C -5.42807 -2.59819 0.49268 0.1 -0.2 0.3
C -4.36010 -1.68854 1.09500 -0.1 0.2 -0.2
C -1.11890 0.47366 0.18439 0.1 0.0 0.0
C -0.26472 -0.30777 -0.59873 -0.3 0.0 -0.1
C 1.05076 -0.66364 -0.04044 0.0 -0.2 -0.2
O 1.35648 -0.34748 1.10787 -0.1 0.1 0.1
H 2.07975 2.88094 4.54012 0.0 -0.1 0.1
H 0.88571 2.93055 3.24188 -0.1 -0.1 0.0
H 1.41034 4.42702 4.01316 -0.1 0.1 0.1
H 3.69230 4.13142 3.08299 0.0 0.1 0.0
H 2.48983 4.15212 1.79254 0.1 0.1 0.0
H 3.72064 1.65168 3.02492 0.0 -0.1 0.1
H 2.50903 1.65189 1.74800 0.0 0.0 0.0
H 5.35730 2.74241 1.53750 0.0 0.1 -0.1
H 4.08617 3.05145 0.34552 0.0 0.1 0.0
H 5.82674 1.89612 -1.14398 0.0 -0.1 0.0
H 5.33709 0.20363 -1.31515 0.1 0.0 0.0
H 3.69344 2.66737 -1.88284 -0.1 0.1 0.0
H 2.88435 1.22473 -1.27383 -0.1 0.0 0.0
H 4.67511 1.33596 -3.74095 0.1 -0.1 0.0
H 3.87892 -0.10983 -3.11943 0.1 -0.1 0.0
H 2.46667 2.40992 -4.12599 -0.1 0.1 0.0
H 1.64968 0.99975 -3.45818 -0.2 0.0 0.1
H 2.55303 0.86470 -4.97201 -0.1 0.0 -0.1
H 5.28831 0.31551 2.23623 0.1 0.0 0.0
H 6.57701 0.34265 1.01578 -0.1 0.0 0.1
H 5.44856 -1.95571 1.65982 0.1 0.0 -0.1
H 5.71498 -1.63805 -0.06511 0.0 0.0 0.2
H 3.12661 -0.92710 1.14100 -0.1 -0.1 -0.3
H 2.07830 -2.28591 -2.84729 0.0 0.0 -0.1
H 0.72451 -2.16427 -4.52082 -0.1 0.1 0.1
H -0.75417 -1.20440 -4.50316 0.1 0.0 0.0
H -0.41662 -4.02274 -3.34098 0.0 -0.1 0.0
H -1.91615 -3.09599 -3.27891 -0.1 0.0 0.0
H -1.26578 -3.62029 -4.83553 -0.1 -0.1 -0.1
H -2.33518 -0.70070 -3.27629 0.0 0.0 -0.1
H -3.79478 0.64419 -1.83607 -0.1 0.0 -0.1
H -2.55914 1.24106 3.19842 0.1 -0.1 0.2
H -3.66287 0.02638 3.86433 0.0 0.0 0.0
H -2.40543 -0.46070 2.69879 0.0 0.0 0.1
H -5.41900 0.10962 0.55726 -0.2 -0.2 0.1
H -6.53316 0.42290 2.74022 0.0 0.0 0.1
H -5.70402 -1.00171 3.38168 0.0 0.0 0.1
H -7.97560 -1.61262 2.61132 -0.1 0.1 -0.1
H -7.61436 -0.97569 1.00493 -0.1 0.0 0.0
H -7.34332 -3.43167 1.02929 0.0 -0.1 0.1
H -6.20042 -3.31067 2.36842 0.0 -0.1 0.1
H -5.81241 -2.14549 -0.42405 0.0 0.0 -0.1
H -4.98767 -3.56330 0.23229 0.0 0.0 -0.1
H -3.95609 -2.15750 1.99460 0.1 0.0 0.1
H -3.54016 -1.54689 0.38653 0.0 0.0 0.1
H -0.76380 0.82124 1.14182 0.1 0.0 0.1